# 1
10
Properties=species:S:1:pos:R:3:forces:R:3 method="wB97M-V/def2-TZVPD" lumo_energy_ev=0.1 spin_multiplicity=1 e_homo_ev=-8.1 homo_lumo_gap_ev=8.168 de_lowest_kj_mol=163.4 energy_ha=-837.3459 fmax_ev_per_a=2.2
C 2.063869 -0.755383 -0.607032 0.76 0.56 0.30
P 3.111933 0.289690 0.143350 -2.00 -0.27 -0.44
C 1.103712 -0.050366 0.226202 -0.46 0.12 0.21
P -0.353576 1.042950 -0.454014 -0.09 -0.06 0.18
C -1.774421 0.781665 0.678489 0.14 -0.14 -0.89
C -2.062009 0.177385 -0.443419 2.11 0.28 0.70
H 2.036714 -1.500371 -1.374192 -0.11 -0.32 -0.22
H 0.810880 -0.521559 1.162998 0.01 -0.14 -0.03
H -2.212561 1.017098 1.626796 -0.04 0.08 0.31
H -2.724540 -0.481112 -0.959175 -0.32 -0.11 -0.12



# 2
38
Properties=species:S:1:pos:R:3:forces:R:3 method="wB97M-V/def2-TZVPD" lumo_energy_ev=0.3 spin_multiplicity=1 e_homo_ev=-8.8 homo_lumo_gap_ev=9.050 de_lowest_kj_mol=164.3 energy_ha=-770.5754 fmax_ev_per_a=2.7
C 0.529565 3.160770 2.033711 0.92 1.49 -0.73
C -0.496378 2.665228 1.349665 0.58 -0.93 1.15
C -0.803773 1.212843 1.461030 -0.62 0.78 -0.20
C -2.062868 0.793726 1.560358 -0.16 -0.01 -0.65
C -2.640244 -0.609615 1.507618 1.07 0.36 -0.17
C -2.125660 -1.446323 0.296519 -1.03 1.83 1.74
C -2.514920 -1.031078 -0.892216 0.67 -0.87 -1.69
C -1.322582 -2.627573 0.669377 -0.73 -1.52 -0.62
H 1.293048 2.661370 2.615594 -0.47 -0.85 0.06
H 0.848923 4.200547 1.929744 -0.58 0.01 -0.05
H -1.147503 3.293682 0.758560 -0.04 0.10 0.02
H 0.077757 0.591327 1.439942 -0.15 -0.24 -0.08
H -2.828795 1.567344 1.582305 0.15 0.10 -0.01
H -3.713995 -0.465623 1.427683 -0.10 -0.41 0.18
H -2.380227 -1.071809 2.463901 -0.33 -0.38 -0.09
H -3.048619 -0.134051 -1.178366 -0.25 0.11 0.78
H -2.242618 -1.587673 -1.788724 0.24 -0.07 0.17
H -0.936457 -3.149241 -0.204597 0.50 0.25 -0.05
H -0.563729 -2.470696 1.429690 0.12 0.20 -0.13
H -1.995599 -3.387248 1.098064 0.02 0.24 0.23
O 1.602890 -1.117963 1.873705 0.61 0.30 0.47
H 0.654635 -0.999077 1.897474 -0.19 -0.49 -0.07
H 1.845931 -1.908954 1.366101 -0.36 0.17 -0.17
O 2.179208 0.900219 -2.147309 0.76 -0.76 1.22
H 2.607141 0.926417 -1.243705 -0.55 -0.18 -0.78
H 2.051861 1.815811 -2.346089 -0.19 0.90 -0.36
O 0.488441 -0.921590 -3.564011 1.07 0.37 0.43
H 0.676109 -1.639649 -4.151242 -0.49 -0.88 -0.80
H 1.411905 -0.715107 -3.318122 -0.66 0.64 0.39
O 3.044445 0.799274 0.490668 -0.30 0.40 -0.28
H 2.437831 0.409810 1.160211 0.90 -0.26 -0.28
H 3.974124 0.669849 0.702159 -0.35 -0.20 0.42
O -0.777520 2.212910 -2.791861 0.09 0.23 -0.41
H -0.125796 1.614238 -3.167838 -0.08 -0.30 -0.18
H -0.693060 2.052320 -1.857333 -0.05 -0.10 0.63
O 2.095018 -2.360419 -0.597216 -0.57 0.06 0.42
H 2.887286 -2.425311 -1.124684 0.26 0.17 -0.24
H 1.714220 -1.478696 -0.740758 0.28 -0.25 -0.25



# 3
19
Properties=species:S:1:pos:R:3:forces:R:3 method="wB97M-V/def2-TZVPD" lumo_energy_ev=1.1 spin_multiplicity=1 e_homo_ev=-9.4 homo_lumo_gap_ev=10.515 de_lowest_kj_mol=443.5 energy_ha=-310.8903 fmax_ev_per_a=0.4
O 0.000890 -1.332302 1.012505 -0.02 0.25 -0.07
C 0.610256 -2.117007 0.022966 0.00 -0.39 -0.02
C 0.636418 -1.718451 -1.403952 0.18 0.04 0.04
C 1.774024 -1.648675 -0.768799 -0.13 0.04 -0.14
H 0.053425 -0.402819 0.736870 -0.05 -0.12 0.06
H 0.509631 -3.159705 0.325519 0.03 0.14 -0.09
H 0.078138 -1.554882 -2.315743 0.11 -0.03 0.13
H 2.824247 -1.391557 -0.787912 -0.18 -0.02 0.00
H 1.883598 0.262956 2.813397 0.07 0.00 -0.04
H 1.761276 -0.246704 2.284641 0.00 0.05 0.12
C -0.022210 2.023737 0.431502 -0.10 -0.04 -0.14
C -0.711181 1.492191 -0.577338 0.10 0.11 0.13
C -2.148171 1.067184 -0.501479 -0.04 0.00 0.05
H 1.015754 2.325960 0.320712 -0.15 -0.07 -0.01
H -0.481079 2.185233 1.405601 0.05 -0.04 -0.14
H -0.213019 1.347052 -1.537348 -0.06 0.04 0.15
H -2.762119 1.658744 -1.191240 0.09 -0.10 0.07
H -2.546044 1.196153 0.509798 0.06 -0.01 -0.14
H -2.263834 0.012891 -0.779701 0.03 0.15 0.03



# 4
17
Properties=species:S:1:pos:R:3:forces:R:3 method="wB97M-V/def2-TZVPD" lumo_energy_ev=-3.1 spin_multiplicity=1 e_homo_ev=-12.2 homo_lumo_gap_ev=9.086 de_lowest_kj_mol=202.7 charge=+1 energy_ha=-342.5113 fmax_ev_per_a=4.6
C 0.222729 0.148347 0.656706 4.28 0.75 -0.68
C -0.818752 0.210252 1.408939 -3.46 1.48 1.32
N -0.862667 1.033229 2.488650 1.70 1.31 2.73
N 0.166014 -0.488014 -0.601457 -0.73 1.10 -4.43
H 1.175231 0.776747 0.724172 -1.59 -1.17 0.54
H -1.810181 -0.202580 1.068614 1.16 0.15 0.61
H -1.674484 1.446501 2.923428 -0.32 -0.75 -0.55
H -0.001620 1.408971 3.014745 -1.65 -1.20 -1.80
H 0.867721 0.018708 -1.206805 -0.69 -0.75 0.63
H -0.811545 -0.361753 -1.117676 1.52 -0.26 0.89
H 0.335748 -1.455427 -0.834282 0.56 -0.84 1.10
H -2.634105 0.177443 -1.918896 0.12 -0.37 0.32
H -2.350890 -1.163588 -2.595010 0.45 0.55 1.51
O -2.173635 -0.666746 -1.739413 -1.29 -0.01 -2.13
H 3.393205 -1.044843 -0.466768 -0.41 1.19 -0.26
H 3.915052 0.304862 -1.090949 -2.39 -1.14 1.01
O 3.062179 -0.142109 -0.713999 2.74 -0.04 -0.81



# 5
32
Properties=species:S:1:pos:R:3:forces:R:3 method="wB97M-V/def2-TZVPD" lumo_energy_ev="-0.2 / -1.0" spin_multiplicity=1 e_homo_ev="-7.0 / -7.9" homo_lumo_gap_ev="6.796 / 6.890" de_lowest_kj_mol=439.9 energy_ha=-795.4646 fmax_ev_per_a=4.8
C -1.213116 -2.345728 4.021632 -0.77 -0.42 -0.69
C -0.265760 -3.161788 3.417945 1.03 -0.48 0.04
C -1.925589 -1.425613 3.199263 -0.66 -0.44 0.80
C 0.099429 -3.011944 2.067600 -1.32 3.00 1.63
C -1.588657 -1.277321 1.843437 -0.50 2.08 0.92
C -0.408589 -1.884186 1.326202 -1.74 -1.74 0.38
C -0.463283 -0.527868 -0.796577 -3.10 1.27 -0.69
C -0.486557 0.555969 -1.633703 1.18 -3.75 2.68
C 0.120462 -1.522593 0.069316 2.66 1.57 -1.06
C 1.511496 -1.927086 -0.341403 0.17 -0.28 -0.91
C 1.411385 1.741213 -3.403233 0.67 -0.50 1.12
C 1.178261 3.024253 -0.457010 1.29 -0.53 -0.26
C -1.310404 3.161101 -2.376365 0.06 1.20 2.93
Si 0.249961 2.148072 -1.978658 0.40 1.97 0.73
H -1.477336 -2.602620 5.060485 0.02 0.73 -0.56
H 0.308430 -3.877237 4.068109 -0.75 0.59 -0.89
H -2.799562 -0.886859 3.697653 1.32 -0.57 -1.11
H 0.992867 -3.415313 1.762070 1.62 -1.45 -0.88
H -2.134526 -0.433166 1.289592 0.96 -1.54 0.67
H -1.544141 -0.817374 -0.698475 -0.05 0.31 -0.35
H 1.425726 -2.620738 -1.213899 0.26 -0.11 0.87
H 2.124330 -2.321356 0.487550 -0.24 0.01 -0.65
H 2.041850 -1.086313 -0.837017 -0.30 -0.09 0.64
H 1.725028 2.588985 -4.006036 0.39 -0.01 0.10
H 2.257975 1.178482 -2.888640 -0.60 1.04 -0.77
H 0.973311 0.992724 -4.041308 -0.43 -0.16 -0.37
H 0.750595 2.624600 0.498050 -0.17 0.97 -0.71
H 2.272941 2.736110 -0.307772 -1.19 0.05 -0.67
H 1.247185 4.155635 -0.572335 -0.68 -1.41 0.43
H -2.170442 2.553013 -2.227055 -0.67 -0.92 -0.80
H -1.672100 4.039308 -1.748205 1.30 -0.85 0.00
H -1.231171 3.645636 -3.281217 -0.18 0.49 -2.60



# 6
10
Properties=species:S:1:pos:R:3:forces:R:3 method="wB97M-V/def2-TZVPD" lumo_energy_ev="-1.6 / -1.5" spin_multiplicity=1 e_homo_ev="-9.4 / -9.4" homo_lumo_gap_ev="7.824 / 7.828" de_lowest_kj_mol=331.7 energy_ha=-297.5180 fmax_ev_per_a=1.4
N -1.626786 -0.131008 -0.365879 -0.20 0.03 0.22
C -0.364068 0.155881 0.100336 0.00 -0.50 -0.05
N 0.395621 -0.963928 0.175235 -0.19 -0.62 -0.61
C 1.693926 -0.687902 0.053776 -0.65 0.83 0.36
N 2.129529 0.526263 0.042617 -0.68 0.40 0.10
N 0.108861 1.344307 0.350212 0.70 -1.01 -0.27
H -2.423955 0.329034 0.036670 -0.02 0.19 -0.01
H -1.737583 -1.124034 -0.503965 -0.17 0.07 0.13
H 2.381018 -1.566579 -0.027265 -0.09 1.08 0.18
H -0.556565 2.117962 0.138263 1.29 -0.47 -0.07